{
  "formula": "C24H34Br48NO",
  "method": "ωB97M-V/def2-TZVPD",
  "species": ["O", "C", "C", "C", "C", "C", "C", "C", "C", "N", "H", "H", "H", "H", "H", "H", "H", "H", "H", "H", "H", "H", "H", "H", "H", "H", "H", "H", "C", "Br", "Br", "Br", "H", "C", "Br", "Br", "Br", "H", "C", "Br", "Br", "Br", "H", "C", "Br", "Br", "Br", "H", "C", "Br", "Br", "Br", "H", "C", "Br", "Br", "Br", "H", "C", "Br", "Br", "Br", "H", "C", "Br", "Br", "Br", "H", "C", "Br", "Br", "Br", "H", "C", "Br", "Br", "Br", "H", "C", "Br", "Br", "Br", "H", "C", "Br", "Br", "Br", "H", "C", "Br", "Br", "Br", "H", "C", "Br", "Br", "Br", "H", "C", "Br", "Br", "Br", "H", "C", "Br", "Br", "Br", "H"],
  "positions_angstrom": [[5.0968, -0.0436, 0.0093], [3.8176, -0.2587, -0.5838], [3.6632, 0.7637, -1.7053], [2.9994, 2.0843, -1.2990], [1.6693, 1.9326, -0.5441], [0.5922, 1.1792, -1.3013], [-0.7910, 1.1376, -0.6540], [-1.5191, 0.0262, -1.4681], [-0.4091, -0.6511, -2.3108], [0.7883, -0.2795, -1.4932], [5.1223, -0.5007, 0.8659], [3.0413, -0.1702, 0.1723], [3.8193, -1.2682, -1.0202], [4.6737, 0.9773, -2.0461], [3.1518, 0.3461, -2.5776], [2.8355, 2.7127, -2.1739], [3.6733, 2.6204, -0.6275], [1.2731, 2.9354, -0.3669], [1.8210, 1.5133, 0.4535], [0.4535, 1.6952, -2.2524], [-0.7307, 0.8100, 0.3858], [-1.3278, 2.0793, -0.6676], [-2.3137, 0.3929, -2.1147], [-1.9903, -0.7213, -0.8431], [-0.5412, -1.7094, -2.4942], [-0.3561, -0.0416, -3.2099], [1.6784, -0.6182, -1.8538], [0.6168, -0.6980, -0.5758], [-1.1879, -4.9079, -1.6973], [-1.5343, -3.6792, -0.2534], [-2.5240, -4.7668, -3.0713], [0.5928, -4.6718, -2.3991], [-1.2475, -5.9053, -1.2871], [1.9695, 3.2961, -5.8880], [2.4526, 1.4741, -5.4516], [0.0710, 3.5898, -5.8304], [2.9175, 4.5573, -4.7872], [2.2795, 3.4684, -6.9084], [-5.2245, -5.0725, -0.3801], [-6.5585, -5.7348, -1.5942], [-5.9991, -4.1298, 1.1089], [-4.0454, -6.4758, 0.2203], [-4.6199, -4.3645, -0.9271], [-6.7512, -2.8703, 5.0312], [-7.1756, -1.6187, 6.4315], [-8.0113, -2.7313, 3.5765], [-4.9230, -2.6798, 4.4602], [-6.8542, -3.8603, 5.4475], [-2.6550, 7.0002, -6.5215], [-3.9949, 8.3717, -6.3938], [-3.2680, 5.3419, -5.7460], [-2.0478, 6.7563, -8.3290], [-1.8069, 7.3257, -5.9400], [7.8984, 1.5783, -1.3600], [7.6960, 2.7822, 0.1290], [6.7728, 2.1035, -2.8310], [9.7328, 1.4008, -1.9043], [7.5599, 0.6071, -1.0304], [-11.0896, -2.2342, 6.3993], [-11.9519, -0.5244, 6.6110], [-11.2758, -3.3286, 7.9687], [-11.7056, -3.1475, 4.8222], [-10.0355, -2.0431, 6.2659], [3.4031, -1.4197, 4.0526], [3.1098, -0.2135, 5.5112], [2.1221, -1.1083, 2.6394], [5.2155, -1.3205, 3.4089], [3.2418, -2.4258, 4.4049], [8.1022, 6.3828, -2.1711], [9.9368, 5.8314, -2.3326], [7.9467, 8.2722, -1.8452], [7.0686, 5.8388, -3.7026], [7.6909, 5.8725, -1.3135], [1.5079, -3.7240, 7.3142], [1.1670, -2.3748, 8.6381], [0.3810, -3.5048, 5.7664], [3.3657, -3.7627, 6.8099], [1.2743, -4.6807, 7.7541], [5.2357, -2.6218, -3.1011], [5.6728, -4.3784, -3.7397], [6.7860, -1.5153, -2.8528], [3.9778, -1.7306, -4.2740], [4.7639, -2.7364, -2.1376], [-15.2918, -3.2422, 10.1096], [-15.7401, -4.9524, 9.3478], [-14.5492, -2.0567, 8.7885], [-16.7948, -2.4513, 11.0153], [-14.5275, -3.4143, 10.8508], [3.6442, 3.5224, 3.6415], [4.3190, 3.1450, 5.4039], [3.9980, 5.3385, 3.1152], [4.3423, 2.2724, 2.3432], [2.5726, 3.3978, 3.6667], [1.3111, 4.4024, -10.0903], [-0.3603, 3.5262, -9.7020], [1.3837, 5.0235, -11.9058], [1.6835, 5.8194, -8.8349], [2.0908, 3.6663, -9.9729], [-6.3556, -5.5806, -6.1546], [-4.7346, -4.6670, -5.6449], [-6.6393, -7.1631, -5.1006], [-7.8715, -4.4012, -6.0918], [-6.2323, -5.8948, -7.1791], [7.5218, 1.6537, 7.5155], [7.0987, -0.0674, 6.7686], [8.3901, 2.7909, 6.2309], [5.9618, 2.4977, 8.2662], [8.2154, 1.4909, 8.3254]],
  "atomic_forces_ev_per_a": [[-0.22, 0.02, 0.43], [0.77, 0.10, -0.49], [-0.24, 0.28, 0.11], [-0.04, -0.25, 0.59], [0.20, -0.09, -0.03], [-0.30, 1.67, 0.86], [-0.52, -0.69, -0.21], [-0.21, -0.37, -0.16], [-0.99, 1.29, 0.13], [-0.29, -0.82, -0.35], [0.02, 0.12, -0.20], [-0.12, -0.15, 0.07], [-0.32, -0.05, 0.15], [-0.12, -0.10, -0.15], [0.03, -0.05, 0.05], [0.10, 0.00, -0.13], [0.05, 0.10, -0.11], [-0.11, -0.03, -0.02], [0.01, -0.13, 0.04], [0.34, -0.56, -0.45], [0.20, 0.17, 0.13], [0.16, 0.15, -0.11], [0.14, 0.17, -0.05], [-0.07, -0.04, 0.37], [0.28, -0.10, 0.06], [0.42, -0.59, -0.40], [0.14, 0.25, -0.17], [0.51, -0.22, 0.06], [0.02, 0.04, -0.14], [0.03, 0.10, 0.10], [0.07, -0.03, 0.13], [-0.02, 0.04, 0.00], [-0.02, -0.04, 0.06], [-0.06, 0.10, 0.00], [-0.05, 0.06, 0.07], [0.04, -0.04, 0.15], [-0.01, -0.08, 0.00], [0.05, -0.01, -0.05], [-0.07, 0.05, 0.03], [0.10, 0.03, 0.05], [0.04, -0.09, -0.14], [-0.03, -0.07, -0.02], [0.05, 0.01, -0.04], [-0.09, 0.08, 0.02], [0.01, -0.01, 0.00], [0.14, 0.04, 0.14], [-0.07, 0.01, -0.01], [0.00, -0.06, 0.00], [-0.02, 0.07, -0.09], [0.02, -0.06, 0.00], [0.00, -0.01, -0.02], [-0.08, -0.01, 0.10], [0.05, 0.00, 0.05], [0.02, 0.05, 0.03], [0.00, -0.01, -0.03], [0.28, 0.26, -0.11], [-0.07, 0.01, 0.01], [-0.10, -0.03, 0.07], [-0.06, -0.03, -0.01], [0.02, -0.03, -0.01], [0.22, -0.06, -0.08], [-0.06, 0.01, 0.04], [0.04, 0.03, -0.01], [0.03, 0.27, 0.10], [-0.04, -0.17, -0.12], [-0.11, -0.07, -0.03], [0.01, -0.08, -0.01], [-0.06, -0.11, 0.02], [0.04, 0.00, 0.01], [-0.05, 0.00, 0.00], [0.01, -0.06, -0.02], [-0.02, 0.08, -0.04], [-0.03, -0.04, 0.04], [0.00, 0.18, 0.00], [0.01, -0.04, -0.05], [0.01, 0.01, -0.01], [0.08, -0.14, 0.09], [-0.01, -0.07, 0.00], [0.19, 0.04, -0.06], [-0.03, 0.10, 0.01], [0.03, -0.25, -0.06], [-0.12, -0.22, -0.03], [-0.05, -0.03, 0.01], [-0.08, 0.03, -0.06], [0.01, 0.03, 0.01], [-0.19, 0.05, 0.07], [0.03, -0.03, -0.03], [0.04, -0.01, 0.05], [0.05, -0.02, 0.09], [0.07, 0.24, -0.20], [-0.01, -0.05, -0.01], [-0.02, 0.04, -0.01], [-0.06, -0.03, -0.01], [-0.05, 0.01, -0.06], [0.07, 0.02, -0.04], [-0.02, 0.01, 0.07], [0.04, -0.07, 0.00], [0.05, -0.04, -0.01], [-0.14, -0.02, 0.12], [-0.02, 0.04, -0.11], [0.02, 0.02, -0.06], [0.05, -0.03, 0.02], [0.05, 0.00, -0.06], [-0.01, 0.04, -0.11], [-0.03, 0.01, -0.02], [-0.04, -0.03, 0.02], [0.04, -0.04, 0.15], [0.03, 0.00, 0.05]],
  "mol_weight_g_mol": 4187.934,
  "charge": 1,
  "e_homo_ev": -10.90
}